(1)
This record from the Open Molecules 2025 dataset describes a structure of composition C3H12F2HfN6O3 at a distorted geometry. The level of theory is ωB97M-V/def2-TZVPD.

The geometry in XYZ format:
```
27
Properties=species:S:1:pos:R:3:forces:R:3
Hf 1.8286 -2.4162 -0.2140 -3.34 6.92 3.27
F 0.4293 -0.5779 -0.3686 2.48 -3.00 -0.13
F 3.0514 -0.8110 1.0641 -2.26 -3.91 -2.96
C 1.4609 2.0666 -2.7797 1.77 5.24 -3.67
O 1.6614 3.0125 -3.5575 0.07 -0.63 0.87
N 2.1242 1.7458 -1.7474 4.82 0.07 5.21
N 0.5583 1.2102 -2.9208 -7.16 -5.04 -2.93
H 2.8703 2.3653 -1.4653 0.02 -0.46 0.25
H 1.9443 0.8499 -1.3172 0.56 0.65 0.27
H -0.0313 1.3058 -3.7353 -0.07 -0.07 0.22
H 0.2413 0.5965 -2.1840 0.03 0.27 -0.26
C 0.2299 1.8696 2.1690 0.73 5.53 6.11
O 0.4524 2.6099 3.1415 -1.30 -1.08 1.11
N 0.9795 2.0283 1.1944 4.63 -0.85 -6.78
N -0.8139 1.1717 1.9160 -5.06 -3.84 0.23
H 0.7525 1.3781 0.4557 1.17 0.88 -0.74
H 1.7326 2.7013 1.1991 -0.13 -0.53 -0.02
H -0.8136 0.5563 1.1151 -0.24 0.49 0.31
H -1.6698 1.3893 2.4061 0.29 -0.34 0.01
C -1.6199 -2.9176 0.4339 -1.08 -1.06 1.82
O -0.4693 -3.0865 -0.0611 2.45 -0.12 -0.89
N -2.4303 -3.8818 0.8228 0.52 -4.19 -0.73
N -2.2001 -1.8253 0.7859 1.05 4.99 -0.66
H -3.1428 -3.7908 1.5328 0.11 0.11 -0.41
H -2.2405 -4.8039 0.4570 -0.12 -0.14 0.49
H -3.1029 -1.7657 1.2347 0.20 -0.09 -0.41
H -1.7824 -0.9804 0.4229 -0.15 0.23 0.44
```
Positions in Å, forces in eV/Å.

- E_HOMO (spin up / spin down) (eV) = -11.29 / -11.29
- charge = +1
- multiplicity = 2
- LUMO energy (spin up / spin down) (eV) = -7.2 / -7.7
- expectation value of S² = 0.751

Atom charges from the natural (NBO) analysis, given in e for atoms 1 to 5:
1. Hf 2.378
2. F -0.778
3. F -0.716
4. C 0.726
5. O -0.665

(2)
This record from the Open Molecules 2025 dataset describes a structure of composition C3H12F2N3O6PS3. The level of theory is ωB97M-V/def2-TZVPD.

The geometry in XYZ format:
```
30
Properties=species:S:1:pos:R:3:forces:R:3
N 1.7320 1.3495 0.2768 0.63 0.16 -0.24
P 2.7770 0.8382 -0.6724 -0.17 -0.05 0.00
O 4.1515 0.1688 -0.2632 0.10 0.01 -0.34
O 3.1995 1.7703 -1.8532 -0.04 0.40 -0.06
S 1.9373 -0.8218 -1.9522 0.05 0.09 -0.18
C 0.2358 -0.9993 -1.3437 -0.18 -0.07 -0.32
C -0.8118 -0.2159 -2.1380 -0.08 -0.10 0.16
C -1.0890 1.1480 -1.5165 0.39 0.18 0.17
N -2.2494 1.7963 -2.1130 0.00 -0.04 0.00
H 1.8073 1.2842 1.2819 -0.36 -0.05 -0.01
H 4.1196 -0.3604 0.5382 0.00 -0.08 0.39
H 3.1572 1.4659 -2.7656 0.08 -0.10 0.03
H 2.5391 -1.8031 -1.2616 -0.05 -0.03 0.04
H 0.2495 -0.7316 -0.2884 0.03 -0.02 -0.22
H 0.0652 -2.0749 -1.4023 0.04 0.03 -0.02
H -0.5956 -0.1256 -3.2070 0.13 -0.16 0.03
H -1.7028 -0.8428 -2.0505 -0.15 0.25 -0.10
H -0.1922 1.7828 -1.5618 0.09 -0.10 -0.14
H -1.2362 0.9891 -0.4481 -0.33 0.10 -0.07
H -2.6105 2.4989 -1.4804 -0.08 -0.08 0.04
H -1.9919 2.2897 -2.9594 -0.02 -0.07 -0.04
N -0.9613 -0.9826 3.6921 -0.23 -0.01 -0.33
S -0.7000 -0.5526 2.2172 -0.30 -0.02 0.47
O -1.5653 0.4630 1.7003 0.14 -0.09 -0.04
O -0.3070 -1.5871 1.2949 0.03 -0.10 0.44
F 0.6751 0.2114 2.4915 0.12 -0.06 0.33
S -2.2839 -1.7952 4.0455 0.12 0.25 -0.11
O -2.4404 -1.8197 5.4554 0.06 -0.14 0.00
O -2.4483 -2.9729 3.2603 -0.06 -0.04 0.07
F -3.4228 -0.8214 3.5248 0.02 -0.06 0.07
```
Positions in Å, forces in eV/Å.

- E_HOMO (eV) = -9.29
- multiplicity = 1
- LUMO energy (eV) = -1.1

Atom charges from the natural (NBO) analysis, given in e for atoms 1 to 5:
1. N -1.258
2. P 2.146
3. O -0.972
4. O -0.971
5. S 0.196

(3)
This record from the Open Molecules 2025 dataset describes a structure of composition C3H12IMgN6O3 at a distorted geometry. The level of theory is ωB97M-V/def2-TZVPD.

The geometry in XYZ format:
```
26
Properties=species:S:1:pos:R:3:forces:R:3
Mg 3.9682 -7.7638 -1.8514 0.99 1.05 0.58
I 5.6037 -5.9032 -0.8436 -1.06 -1.11 -0.57
C 9.1720 -7.7342 1.3200 0.24 0.42 1.31
O 8.5132 -8.6703 0.9168 -0.15 -0.17 -0.53
N 8.6816 -6.4351 1.3174 0.07 -0.65 -0.15
N 10.3762 -7.8769 1.9487 -0.28 -0.18 -0.57
H 9.3438 -5.6766 1.3299 -0.19 0.10 -0.23
H 7.8983 -6.4121 0.6893 0.06 0.58 -0.04
H 10.7892 -7.1318 2.4785 0.06 -0.14 0.05
H 10.6622 -8.8294 2.0804 0.25 0.04 0.18
C 3.5484 -1.9628 1.2485 0.75 -0.24 -0.11
O 3.3175 -1.4031 0.2009 -0.34 0.16 -0.06
N 3.7999 -3.3169 1.3048 0.16 -0.72 0.77
N 3.6533 -1.3258 2.4640 -0.36 -0.32 -1.06
H 4.0579 -3.8702 0.5108 -0.20 0.52 -0.32
H 3.9456 -3.7768 2.1881 -0.03 0.15 0.00
H 4.0489 -1.8056 3.2487 -0.31 0.30 0.30
H 3.1150 -0.4793 2.5031 0.30 0.17 0.54
C 7.3595 -4.4481 -4.7737 0.04 0.75 0.79
O 7.7981 -4.0366 -5.8148 -0.12 -0.37 -0.48
N 6.7825 -3.6155 -3.8362 -0.09 -0.13 0.00
N 7.4387 -5.7494 -4.3144 -0.19 -0.65 0.12
H 6.4655 -3.9713 -2.9538 -0.01 0.18 -0.04
H 6.8325 -2.6211 -3.9619 0.08 -0.01 -0.10
H 7.1287 -5.9423 -3.3781 0.00 0.03 -0.08
H 7.3734 -6.5285 -4.9452 0.34 0.24 -0.31
```
Positions in Å, forces in eV/Å.

- E_HOMO (eV) = -12.19
- charge = +1
- multiplicity = 1
- LUMO energy (eV) = -8.1

Atom charges from the natural (NBO) analysis, given in e for atoms 1 to 5:
1. Mg 1.561
2. I -0.538
3. C 0.777
4. O -0.669
5. N -0.853

(4)
This record from the Open Molecules 2025 dataset describes a cluster of 2 separate species, C3H12N in total at a distorted geometry. The level of theory is ωB97M-V/def2-TZVPD.

The geometry in XYZ format:
```
16
Properties=species:S:1:pos:R:3:forces:R:3
N -1.2245 -2.6231 1.2597 -1.09 1.52 0.43
H -1.3230 -3.5946 0.9296 0.72 0.22 0.67
H -1.6554 -2.0173 0.5357 0.77 -0.04 0.09
H -1.7770 -2.3987 2.0873 -0.95 -0.88 0.15
H -0.3541 -2.2174 1.6404 0.60 -0.82 -1.32
C -0.4375 0.3010 -0.8728 -0.33 -0.06 -0.73
C 0.6588 0.8529 0.0267 0.23 2.99 -0.59
C 1.3487 2.1025 -0.6769 -1.18 -0.54 0.16
H -1.0578 1.1242 -1.4009 0.97 -1.43 1.00
H -1.1393 -0.4133 -0.3500 0.41 0.83 -0.42
H 0.1009 -0.2980 -1.6281 -0.63 0.25 -0.11
H 1.5294 0.2305 0.1250 -0.19 -1.02 0.83
H 0.2418 1.3278 0.9300 0.38 -0.94 0.19
H 2.2590 2.4503 -0.1871 -0.22 -0.14 0.18
H 1.5990 1.8184 -1.6864 0.19 0.02 -0.47
H 0.6087 2.9099 -0.7232 0.32 0.03 -0.05
```
Positions in Å, forces in eV/Å.

- E_HOMO (eV) = -14.37
- charge = +1
- multiplicity = 1
- LUMO energy (eV) = -4.5

Atom charges from the natural (NBO) analysis, given in e for atoms 1 to 5:
1. N -0.881
2. H 0.478
3. H 0.465
4. H 0.455
5. H 0.476

(5)
This record from the Open Molecules 2025 dataset describes a cluster of 2 separate species, C3H12N2 in total at a distorted geometry. The level of theory is ωB97M-V/def2-TZVPD.

The geometry in XYZ format:
```
17
Properties=species:S:1:pos:R:3:forces:R:3
N -1.0954 2.6125 -1.7537 0.43 0.38 -0.22
C -0.3382 1.6613 -0.9240 -0.88 -0.73 -0.08
N -0.0527 2.2218 0.3696 0.48 0.47 -0.93
H -0.8908 2.4123 -2.7294 -0.30 -0.11 -0.02
H -0.6778 3.5312 -1.6142 -0.10 -0.07 0.19
H 0.4741 1.2214 -1.5178 0.66 0.50 0.79
H -0.9792 0.7962 -0.7564 -0.37 -0.18 -0.21
H -0.8438 2.2246 0.9843 0.25 -0.14 0.34
H 0.8703 2.1545 0.7535 -0.16 -0.15 0.14
C 0.0530 -2.7543 1.4301 0.06 -0.28 -0.44
C 0.8606 -1.9928 0.3834 -0.41 0.99 0.10
H -0.5906 -2.0808 1.9953 0.37 0.11 0.31
H -0.6601 -3.4310 0.9663 0.11 -0.30 -0.21
H 0.7128 -3.3466 2.0672 -0.24 0.16 0.22
H 1.5323 -2.5733 -0.2427 -0.08 -0.33 0.10
H 1.4569 -1.2062 0.8610 0.04 -0.19 -0.01
H 0.1687 -1.4509 -0.2726 0.15 -0.14 -0.08
```
Positions in Å, forces in eV/Å.

- E_HOMO (eV) = -9.13
- multiplicity = 1
- SMILES = NCN.CC
- LUMO energy (eV) = 1.0

Atom charges from the natural (NBO) analysis, given in e for atoms 1 to 5:
1. N -0.840
2. C -0.053
3. N -0.882
4. H 0.345
5. H 0.354

- multiplicity of number 4 (C3H12N)?
  1